Density functional theory data (the ωB97M-V functional and the def2-TZVPD basis) for 2 unconnected molecules or ions with the total composition C2H9NS.

Structure (XYZ):
```
13
Properties=species:S:1:pos:R:3:forces:R:3
S -2.382 2.996 0.946 0.51 -0.42 -0.11
H -2.879 3.446 -0.218 0.10 -0.08 0.00
C -0.533 -1.405 0.056 0.57 -0.26 0.07
C 0.788 -0.894 -0.461 1.41 0.45 0.36
N 1.150 0.508 0.065 -0.34 -0.90 0.21
H -0.411 -2.484 -0.023 -0.68 -0.10 -0.24
H -0.656 -1.218 1.124 0.11 0.19 -0.02
H -1.396 -0.998 -0.456 -0.09 -0.12 -0.15
H 1.633 -1.496 -0.131 -0.25 -0.29 0.41
H 0.978 -0.869 -1.531 -0.77 0.15 -0.20
H 2.092 0.503 0.445 0.22 0.18 -0.24
H 0.541 0.720 0.867 -0.42 0.67 -0.48
H 1.073 1.191 -0.684 -0.35 0.52 0.39
```
Positions in Å, forces in eV/Å.

The calculation puts the energy above the lowest of the compared OMol25 structures with the same formula, charge and spin at 2.749 eV. Its spin multiplicity is 1. The calculation puts the HOMO energy at -5.62 eV. The value obtained for the calculated total energy is -14542.544 eV. The value obtained for the lowest unoccupied orbital energy is -0.86 eV. Its HOMO-LUMO gap is 4.76 eV. Its net charge is 0.